{"formula": "C23H30N4O4", "method": "ωB97M-V with the def2-TZVPD basis set", "orbital_gap_ev": 8.721, "smiles": "C/C(CC(=O)NCCCN1CCOCC1)=N\\NC(=O)COc1cccc2ccccc12", "lumo_ev": 0.3989, "elements": ["C", "C", "C", "C", "O", "N", "C", "C", "C", "N", "C", "C", "O", "C", "C", "N", "N", "C", "O", "C", "O", "C", "C", "C", "C", "C", "C", "C", "C", "C", "C", "H", "H", "H", "H", "H", "H", "H", "H", "H", "H", "H", "H", "H", "H", "H", "H", "H", "H", "H", "H", "H", "H", "H", "H", "H", "H", "H", "H", "H", "H"], "xyz": [[-0.242, -2.058, 1.920], [0.506, -2.550, 0.713], [1.463, -3.691, 0.860], [2.892, -3.113, 0.908], [3.586, -3.178, 1.897], [3.259, -2.559, -0.261], [4.458, -1.759, -0.381], [4.222, -0.302, 0.031], [3.289, 0.428, -0.949], [2.798, 1.725, -0.528], [3.821, 2.737, -0.339], [3.129, 4.093, -0.185], [2.236, 4.092, 0.906], [1.267, 3.083, 0.755], [1.919, 1.705, 0.625], [0.457, -2.027, -0.446], [-0.300, -0.937, -0.709], [-0.268, -0.361, -1.941], [0.388, -0.764, -2.869], [-1.122, 0.909, -2.018], [-2.088, 1.024, -1.002], [-3.170, 0.178, -1.031], [-3.353, -0.824, -1.950], [-4.492, -1.642, -1.883], [-5.428, -1.467, -0.906], [-5.266, -0.453, 0.063], [-6.205, -0.246, 1.093], [-6.024, 0.741, 2.022], [-4.892, 1.567, 1.964], [-3.961, 1.394, 0.977], [-4.124, 0.385, 0.007], [-1.318, -2.170, 1.773], [0.049, -2.617, 2.803], [-0.032, -1.002, 2.098], [1.281, -4.251, 1.775], [1.398, -4.352, -0.003], [2.539, -2.439, -0.961], [4.808, -1.811, -1.414], [5.206, -2.203, 0.280], [5.184, 0.211, 0.079], [3.787, -0.303, 1.032], [3.810, 0.576, -1.900], [2.412, -0.190, -1.149], [4.470, 2.754, -1.217], [4.434, 2.547, 0.558], [3.856, 4.881, 0.018], [2.583, 4.324, -1.112], [0.632, 3.133, 1.642], [0.659, 3.281, -0.142], [1.150, 0.945, 0.471], [2.457, 1.484, 1.563], [-0.887, -0.524, 0.015], [-1.565, 0.981, -3.018], [-0.448, 1.761, -1.879], [-2.632, -1.008, -2.731], [-4.611, -2.419, -2.623], [-6.301, -2.100, -0.857], [-7.076, -0.885, 1.133], [-6.751, 0.891, 2.806], [-4.762, 2.344, 2.703], [-3.090, 2.029, 0.920]], "mulliken_charge": [-1.29, 1.05, -1.31, 0.66, -0.66, -0.14, -1.16, -0.15, -0.06, 0.17, -0.51, -0.74, -0.42, -0.78, 0.16, -0.98, 0.67, 0.59, -0.66, -0.86, -0.45, 0.86, -0.52, -0.94, -0.90, 0.89, -0.80, -0.53, -0.65, -0.67, 0.59, 0.37, 0.40, 0.23, 0.41, 0.35, 0.35, 0.43, 0.41, 0.36, 0.28, 0.36, -0.62, 0.44, 0.35, 0.36, 0.34, 0.38, 0.32, -0.22, 0.33, 0.31, 0.38, 0.30, 0.41, 0.40, 0.39, 0.39, 0.39, 0.41, 0.53]}

---

{"formula": "C23H31Cl2N4O3Pb", "method": "ωB97M-V with the def2-TZVPD basis set", "orbital_gap_ev": 6.122, "total_charge": -1, "lumo_ev": 1.9684, "elements": ["O", "C", "C", "C", "H", "C", "H", "C", "H", "C", "H", "C", "H", "H", "C", "C", "H", "H", "H", "C", "C", "H", "H", "H", "H", "Pb", "Cl", "Cl", "H", "H", "C", "C", "N", "H", "C", "O", "H", "H", "H", "H", "H", "H", "C", "C", "N", "H", "C", "O", "H", "H", "H", "H", "N", "C", "C", "C", "C", "N", "C", "C", "H", "H", "H", "H"], "xyz": [[1.216, 1.020, -0.249], [2.402, 0.924, 0.377], [3.484, 0.323, -0.545], [3.121, -0.537, -1.585], [2.065, -0.798, -1.732], [4.089, -1.089, -2.427], [3.757, -1.723, -3.258], [5.448, -0.827, -2.193], [6.204, -1.264, -2.845], [5.821, -0.027, -1.104], [6.879, 0.143, -0.888], [4.841, 0.565, -0.301], [5.107, 1.213, 0.541], [2.737, 1.946, 0.664], [1.626, 0.834, 2.858], [2.314, 0.141, 1.720], [2.063, 0.535, 3.821], [0.565, 0.539, 2.906], [1.683, 1.924, 2.744], [2.738, -1.131, 1.799], [2.678, -2.012, 2.997], [3.175, -1.603, 0.920], [3.684, -2.250, 3.376], [2.219, -2.964, 2.700], [2.084, -1.604, 3.819], [-0.482, -0.893, 0.390], [0.168, -2.440, -1.718], [-0.752, -2.098, 2.719], [0.810, 1.490, -4.945], [-1.302, -0.115, -5.124], [0.945, 0.953, -3.994], [-1.127, -0.405, -4.078], [-0.343, 0.622, -3.416], [1.493, 1.591, -3.287], [-0.849, 1.345, -2.396], [-1.866, 1.053, -1.751], [-2.077, -0.518, -3.545], [-0.236, 2.235, -2.153], [1.517, 0.037, -4.180], [-0.576, -1.350, -4.043], [-3.591, 3.328, 2.927], [-2.673, 5.186, 1.226], [-2.513, 3.153, 3.066], [-1.680, 4.726, 1.346], [-1.803, 3.353, 1.806], [-2.358, 2.126, 3.404], [-1.483, 2.293, 1.054], [-1.668, 1.118, 1.439], [-1.153, 4.739, 0.389], [-1.038, 2.524, 0.075], [-2.129, 3.871, 3.799], [-1.114, 5.311, 2.084], [-7.484, -4.673, 0.826], [-6.481, -4.078, 0.706], [-5.236, -3.365, 0.537], [-5.227, -1.978, 0.348], [-4.004, -1.338, 0.127], [-2.857, -2.024, 0.110], [-2.849, -3.351, 0.284], [-4.023, -4.061, 0.543], [-6.143, -1.388, 0.370], [-3.965, -0.260, -0.041], [-1.894, -3.871, 0.237], [-3.954, -5.127, 0.749]], "mulliken_charge": [-0.50, 0.41, -0.74, 0.76, -0.06, -0.79, 0.40, -0.41, 0.36, -0.67, 0.35, -0.19, 0.36, 0.26, -1.51, 0.05, 0.46, 0.16, 0.33, 0.44, -1.48, 0.37, 0.33, 0.27, 0.35, 1.26, -0.71, -0.66, 0.34, 0.32, -1.05, -0.93, 0.44, 0.30, 0.02, -0.61, 0.22, 0.31, 0.30, 0.30, 0.31, 0.32, -1.02, -0.94, 0.26, 0.26, 0.87, -0.82, 0.28, -0.23, 0.35, 0.31, -0.51, -0.06, 0.69, -0.69, -0.23, 0.01, -0.07, -0.77, 0.41, 0.41, 0.33, 0.41]}

---

{"formula": "C23H31F6O3Tm", "method": "ωB97M-V with the def2-TZVPD basis set", "orbital_gap_ev": [8.039, 8.083], "multiplicity": 3, "s2": 2.00, "lumo_ev": [0.3562, 0.3563], "elements": ["O", "C", "C", "H", "H", "C", "H", "H", "C", "H", "H", "H", "C", "H", "H", "H", "Tm", "C", "C", "C", "H", "C", "C", "H", "H", "H", "H", "C", "C", "C", "H", "C", "C", "H", "H", "H", "H", "O", "C", "C", "H", "H", "C", "H", "H", "C", "H", "H", "H", "H", "C", "C", "O", "C", "F", "F", "F", "C", "F", "F", "F", "H", "H", "H"], "xyz": [[-0.437, -0.578, -0.317], [-0.213, 0.651, -1.148], [-0.746, -0.001, -2.414], [0.856, 0.886, -1.171], [-0.822, 1.472, -0.755], [-0.879, -1.283, -1.564], [-0.023, -0.019, -3.232], [-1.703, 0.411, -2.747], [0.141, -2.344, -1.917], [1.150, -1.927, -1.844], [-0.031, -2.711, -2.937], [0.057, -3.194, -1.234], [-2.282, -1.833, -1.403], [-3.004, -1.032, -1.222], [-2.330, -2.541, -0.565], [-2.571, -2.377, -2.310], [-0.536, -0.510, 1.941], [-2.750, -0.514, 3.237], [-2.206, 0.794, 3.369], [-2.221, 1.437, 2.097], [-1.948, 1.279, 4.300], [-2.808, 0.528, 1.169], [-3.113, -0.687, 1.864], [-3.629, -1.544, 1.435], [-2.945, -1.204, 4.060], [-1.942, 2.474, 1.904], [-3.086, 0.766, 0.144], [0.012, -2.312, 3.628], [-0.976, -2.896, 2.784], [-0.420, -3.057, 1.483], [-1.958, -3.254, 3.100], [0.935, -2.589, 1.520], [1.201, -2.149, 2.849], [2.180, -1.870, 3.232], [-0.082, -2.135, 4.701], [-0.889, -3.585, 0.657], [1.663, -2.649, 0.710], [1.131, 1.129, -5.030], [0.473, 0.411, -6.100], [0.970, 0.927, -7.463], [-0.616, 0.579, -6.015], [0.654, -0.669, -5.967], [1.555, 2.313, -7.124], [0.161, 0.977, -8.193], [1.767, 0.277, -7.840], [1.962, 2.152, -5.647], [0.771, 3.074, -7.222], [2.400, 2.574, -7.763], [1.871, 3.090, -5.076], [3.020, 1.831, -5.610], [2.636, 0.509, 4.482], [1.384, 1.275, 4.102], [0.633, 0.650, 3.128], [0.520, 1.491, 5.403], [1.258, 1.850, 6.486], [-0.453, 2.430, 5.255], [-0.110, 0.314, 5.726], [1.785, 2.675, 3.503], [2.452, 3.464, 4.394], [2.612, 2.470, 2.438], [0.717, 3.372, 3.044], [2.342, -0.442, 4.935], [3.261, 1.072, 5.183], [3.200, 0.298, 3.569]], "mulliken_spin": [-0.01, 0.00, 0.00, 0.00, 0.00, 0.00, 0.00, 0.00, 0.00, 0.00, 0.00, 0.00, 0.00, 0.00, 0.00, 0.00, 2.02, 0.00, 0.00, 0.00, 0.00, -0.01, 0.01, 0.00, 0.00, 0.00, 0.00, 0.00, -0.01, 0.00, 0.00, -0.01, 0.00, 0.00, 0.00, 0.00, 0.00, 0.00, 0.00, 0.00, 0.00, 0.00, 0.00, 0.00, 0.00, 0.00, 0.00, 0.00, 0.00, 0.00, 0.00, 0.00, 0.00, 0.00, 0.00, 0.00, 0.00, 0.00, 0.00, 0.00, 0.00, 0.00, 0.00, 0.00]}